# C24H48F2K2O20P

A structure of composition C24H48F2K2O20P at a distorted geometry (ωB97M-V/def2-TZVPD, the OMol25 dataset).

Cartesian coordinates (Å):
1 K 2.29289 -2.36601 3.92669
2 K -0.45588 -3.35354 -3.20360
3 O 0.13174 -2.00720 -0.92767
4 P 1.12900 -1.36991 0.04240
5 O 1.39687 -1.91037 1.43155
6 F 0.80012 0.19976 0.20690
7 F 2.55752 -1.32552 -0.74338
8 C -2.54821 -1.75287 1.44390
9 C -2.23772 -0.22668 1.56156
10 O -3.44372 0.43272 1.85553
11 C -3.40441 1.70146 2.27647
12 O -2.37532 2.38440 2.51434
13 O -4.70500 2.16934 2.32130
14 C -4.91026 3.50469 2.87897
15 H -1.61087 -2.25165 1.19752
16 H -3.20542 -1.88457 0.58434
17 H -3.04771 -2.12467 2.33854
18 H -1.70818 0.24107 0.73156
19 H -1.56984 -0.04981 2.40462
20 H -4.43007 4.28765 2.29203
21 H -4.57730 3.69020 3.90016
22 H -5.96307 3.78593 2.85480
23 C 3.36783 1.36099 2.46895
24 C 4.28280 0.34374 3.18717
25 O 4.07242 0.48670 4.61264
26 C 4.85721 -0.09877 5.51508
27 O 5.67439 -0.97848 5.31690
28 O 4.51582 0.26999 6.74242
29 C 5.10903 -0.24850 7.93386
30 H 3.53379 2.35980 2.87261
31 H 2.28175 1.26998 2.48469
32 H 3.72175 1.35778 1.43801
33 H 5.31945 0.58579 2.95292
34 H 4.01551 -0.67715 2.91436
35 H 5.04701 -1.33672 7.92724
36 H 4.58437 0.17433 8.79062
37 H 6.16253 0.02714 7.88628
38 C -5.41682 -6.71085 -2.83171
39 C -4.65843 -5.51146 -2.47341
40 O -3.56001 -5.93305 -1.59764
41 C -2.63832 -5.07944 -1.08987
42 O -2.40867 -3.97034 -1.52716
43 O -1.90215 -5.75502 -0.24260
44 C -0.86841 -5.05875 0.47954
45 H -5.88846 -7.28699 -2.03564
46 H -4.77493 -7.41106 -3.36631
47 H -6.26081 -6.53462 -3.49858
48 H -5.09120 -4.72650 -1.85322
49 H -4.25800 -4.95262 -3.31925
50 H -0.14003 -4.50968 -0.11720
51 H -0.24096 -5.76247 1.02651
52 H -1.36752 -4.43407 1.22032
53 C -5.51043 -0.71135 -1.25474
54 C -4.57404 -1.68995 -1.98155
55 O -3.35780 -1.09049 -2.44182
56 C -3.37020 -0.47879 -3.69265
57 O -4.38955 -0.36721 -4.37730
58 O -2.17478 -0.07452 -4.10658
59 C -1.17687 0.33675 -3.17776
60 H -5.88834 0.15326 -1.80037
61 H -5.00411 -0.40057 -0.34087
62 H -6.41885 -1.24410 -0.97360
63 H -5.13785 -2.11774 -2.81054
64 H -4.32931 -2.45877 -1.24866
65 H -1.49155 1.25718 -2.68594
66 H -0.19242 0.51652 -3.60975
67 H -1.07748 -0.27569 -2.28158
68 C 5.32933 0.02755 -3.33502
69 C 3.96088 -0.64037 -3.46979
70 O 3.58027 -0.62872 -4.77233
71 C 2.19813 -0.70611 -5.04767
72 O 1.32400 -1.22503 -4.34607
73 O 1.93197 -0.30772 -6.38588
74 C 2.97171 0.28551 -7.22106
75 H 5.28758 1.02733 -3.76720
76 H 6.12642 -0.60016 -3.73340
77 H 5.59684 0.23287 -2.29850
78 H 3.21487 -0.20403 -2.80556
79 H 3.94216 -1.68474 -3.15827
80 H 2.72251 1.24330 -7.67783
81 H 3.10307 -0.31670 -8.12006
82 H 3.92448 0.37947 -6.69998
83 C 2.48809 8.32901 1.55742
84 C 1.84684 7.38332 2.50769
85 O 1.02124 6.50041 1.80789
86 C 1.42467 5.25746 1.58738
87 O 2.49170 4.80165 1.96963
88 O 0.44615 4.53818 1.06082
89 C 0.47729 3.09815 1.28595
90 H 1.84634 8.58490 0.71434
91 H 3.41585 7.90587 1.17234
92 H 2.89920 9.22637 2.01988
93 H 1.24768 7.93520 3.23194
94 H 2.70935 6.92826 2.99461
95 H 1.41418 2.65870 0.94356
96 H -0.43252 2.83272 0.74754
97 H 0.39719 2.74868 2.31530

Summary:
* HOMO: -12.1 eV
* M: 803.79 g mol⁻¹
* calculated total energy: -4189.0837 hartree
* spin multiplicity: 1
* charge: +1
* frontier orbital gap: 0.3355 Ha

Results of the Löwdin charge analysis, in e, for atoms 1 through 2: 0.926 0.894


# C24H48GeN3S4SbSi4TeW

A structure of composition C24H48GeN3S4SbSi4TeW (ωB97M-V/def2-TZVPD, the OMol25 dataset).

Cartesian coordinates (Å):
1 W -0.97972 1.93117 -1.76494
2 S 2.39225 1.71790 -4.56576
3 Sb 1.69617 1.59429 -2.40165
4 S -1.50652 1.90383 -3.81989
5 S 0.86950 3.60750 -1.45496
6 S 3.19120 0.58800 -0.97313
7 C -2.84336 0.98645 -0.96187
8 H -3.34729 0.46433 -1.77937
9 H -3.55067 1.73039 -0.57907
10 H -2.65483 0.24239 -0.18576
11 C 0.97465 -2.52258 2.68684
12 Si 2.32521 -2.28467 1.38070
13 C 3.42089 -0.87776 1.98222
14 C 3.47680 -3.78723 1.49481
15 Si 1.42950 -2.32506 -0.79457
16 Te -0.50484 -1.00326 -1.69165
17 Si 3.14671 -2.85929 -2.33101
18 C 4.88199 -2.22251 -1.97431
19 C 2.61802 -2.32518 -4.04476
20 C 3.38305 -4.74789 -2.36272
21 Si 0.06096 -4.28658 -0.71895
22 C 0.80739 -5.84455 0.07635
23 C -0.45162 -4.80170 -2.46511
24 C -1.56059 -4.04217 0.22402
25 H 1.38588 -2.38498 3.69265
26 H 0.54829 -3.52641 2.63129
27 H 0.16213 -1.80689 2.54336
28 H 3.77913 -1.13913 2.98554
29 H 2.92818 0.09246 2.02345
30 H 4.28276 -0.75672 1.32377
31 H 3.83408 -3.90120 2.52395
32 H 4.34974 -3.64041 0.85294
33 H 2.99554 -4.71694 1.19541
34 H 4.95255 -1.16025 -2.20049
35 H 5.59374 -2.77833 -2.59565
36 H 5.16594 -2.35879 -0.92699
37 H 2.57657 -1.23491 -4.12034
38 H 1.62408 -2.70988 -4.28656
39 H 3.32817 -2.69109 -4.79393
40 H 3.73350 -5.11569 -1.39428
41 H 4.14636 -4.99423 -3.10866
42 H 2.47300 -5.29254 -2.62128
43 H 1.78092 -6.11069 -0.33608
44 H 0.12478 -6.68390 -0.09584
45 H 0.91545 -5.72473 1.15707
46 H 0.40623 -5.03855 -3.09881
47 H -1.00255 -3.99111 -2.94474
48 H -1.09816 -5.68482 -2.42005
49 H -1.39152 -3.75917 1.26423
50 H -2.13103 -4.97775 0.21346
51 H -2.15854 -3.25778 -0.24091
52 C -0.74449 5.47969 -3.85708
53 Ge -2.15303 5.17825 -2.53219
54 C -2.40167 6.92403 -1.62379
55 C -3.83924 4.82687 -3.49646
56 C -1.99753 3.78789 -1.17280
57 H -1.18540 5.97880 -4.72497
58 H -0.28042 4.54786 -4.17547
59 H 0.03326 6.11785 -3.43774
60 H -2.61092 7.71800 -2.34546
61 H -1.49269 7.18471 -1.07783
62 H -3.22951 6.87651 -0.91230
63 H -3.96030 5.50032 -4.34776
64 H -4.69217 4.95410 -2.82551
65 H -3.83945 3.79974 -3.86438
66 H -3.03988 3.60491 -0.88358
67 H -1.48236 4.23357 -0.31469
68 N -4.30577 2.58206 8.55524
69 C -3.74018 2.43390 7.56465
70 C -3.03343 2.25106 6.32877
71 C -1.64182 2.32252 6.30109
72 C -0.96031 2.15255 5.11284
73 C -1.66088 1.89543 3.93557
74 C -3.05314 1.81154 3.96305
75 C -3.73294 1.99758 5.14946
76 N -0.96986 1.71729 2.73450
77 C 0.32989 1.24398 2.56763
78 C 0.55832 1.22718 1.23413
79 N -0.56356 1.68926 0.57603
80 C -1.45023 1.97117 1.48199
81 H -1.09848 2.52438 7.21434
82 H 0.11679 2.23718 5.08562
83 H -3.59492 1.57603 3.05752
84 H -4.81217 1.92997 5.17126
85 H 0.93184 0.91603 3.39566
86 H 1.44346 0.93695 0.67732
87 H -2.42686 2.37948 1.28746

Summary:
* HOMO: -1.6 eV
* M: 1125.09 g mol⁻¹
* calculated total energy: -6510.8190 hartree
* spin multiplicity: 1
* charge: -2
* frontier orbital gap: 0.1762 Ha

Results of the Löwdin charge analysis, in e, for atoms 1 through 2: 0.365 -0.295


# C24H48N2O7S

A cluster of 9 separate species, C24H48N2O7S in total at a distorted geometry (ωB97M-V/def2-TZVPD, the OMol25 dataset).

Cartesian coordinates (Å):
1 C -1.59943 4.93923 2.46710
2 C -1.04025 3.59866 2.55259
3 N -0.58350 2.54127 2.64108
4 H -1.25090 5.59513 3.26268
5 H -2.68526 4.91388 2.58729
6 H -1.38573 5.36551 1.49130
7 C 0.87476 0.58187 0.39097
8 C 0.57050 -0.53236 1.24249
9 N 0.33709 -1.45663 1.89402
10 H 1.25601 1.42064 0.96938
11 H -0.04848 0.95211 -0.05116
12 H 1.52161 0.26606 -0.42080
13 C -2.20371 -6.12931 0.83960
14 S -1.35613 -4.93037 -0.17614
15 O -1.93462 -5.00032 -1.53322
16 C -2.08172 -3.48799 0.61313
17 H -1.86497 -7.12843 0.58363
18 H -3.27560 -6.01581 0.67735
19 H -1.97989 -5.92479 1.88872
20 H -3.10438 -3.69103 0.94438
21 H -2.12823 -2.69133 -0.12409
22 H -1.48385 -3.21534 1.48217
23 C -5.39127 2.41661 -0.22646
24 C -4.47420 1.40471 -0.85329
25 O -3.30455 1.30926 -0.55118
26 C -5.09168 0.36273 -1.76531
27 H -5.90195 3.01946 -0.98165
28 H -4.78870 3.06261 0.40722
29 H -6.16845 1.90267 0.34020
30 H -5.75277 0.84826 -2.48616
31 H -5.65920 -0.33931 -1.15581
32 H -4.29636 -0.15616 -2.29116
33 C 0.02940 -0.07871 5.29757
34 C -0.74094 -1.36792 5.23811
35 O -1.92717 -1.39411 5.52592
36 C -0.01994 -2.63316 4.88000
37 H 1.00372 -0.17351 5.76343
38 H -0.60238 0.62040 5.84946
39 H 0.07329 0.34285 4.28731
40 H 1.06621 -2.51983 4.88451
41 H -0.29955 -2.99837 3.89635
42 H -0.28596 -3.40195 5.60756
43 C 5.20246 0.75536 -2.82234
44 C 3.80620 1.17717 -2.53581
45 O 2.91248 0.36434 -2.41583
46 C 3.46904 2.63746 -2.46821
47 H 5.42339 -0.28532 -2.59440
48 H 5.94454 1.33580 -2.26473
49 H 5.41254 0.89593 -3.88793
50 H 3.73265 3.12640 -3.40735
51 H 4.01822 3.10722 -1.64814
52 H 2.40707 2.72398 -2.28028
53 C 0.77983 -2.76655 -3.54627
54 C 1.58907 -3.24459 -2.37429
55 O 2.34090 -4.17477 -2.46890
56 C 1.33646 -2.57756 -1.05049
57 H -0.26643 -2.69850 -3.25238
58 H 0.90373 -3.48107 -4.35614
59 H 1.13465 -1.78686 -3.87606
60 H 0.32339 -2.17056 -1.02118
61 H 2.05364 -1.75861 -0.97836
62 H 1.40839 -3.28129 -0.22841
63 C -3.33951 4.53622 -2.80054
64 C -2.62756 4.56115 -1.46102
65 O -3.09518 5.11507 -0.50294
66 C -1.29615 3.85535 -1.39390
67 H -4.02793 5.38753 -2.80984
68 H -3.92846 3.63514 -2.94213
69 H -2.62168 4.74446 -3.59438
70 H -1.23565 3.41193 -0.40101
71 H -0.51168 4.61480 -1.50120
72 H -1.12846 3.11305 -2.16808
73 C 4.95878 -2.27212 -0.25495
74 C 5.38602 -0.97834 0.39795
75 O 6.54995 -0.69332 0.55720
76 C 4.30907 -0.01965 0.84618
77 H 5.81265 -2.78814 -0.68558
78 H 4.25890 -2.07510 -1.07319
79 H 4.45276 -2.91365 0.46957
80 H 3.56492 0.13193 0.06858
81 H 4.75203 0.94255 1.09434
82 H 3.81411 -0.40398 1.74330

Summary:
* HOMO: -8.7 eV
* M: 508.72 g mol⁻¹
* calculated total energy: -1977.5843 hartree
* spin multiplicity: 1
* frontier orbital gap: 0.3288 Ha

Results of the Löwdin charge analysis, in e, for atoms 1 through 2: -0.065 -0.248


# C24H48O12

A cluster of 6 separate species, C24H48O12 in total at a distorted geometry (ωB97M-V/def2-TZVPD, the OMol25 dataset).

Cartesian coordinates (Å):
1 C 1.69262 1.96195 4.06767
2 C 2.59029 3.14829 3.56182
3 O 2.32399 3.39671 2.13294
4 C 2.85544 4.48285 1.65254
5 C 2.46705 4.59816 0.13682
6 O 3.54273 5.34375 2.13723
7 H 0.71213 2.09967 4.04297
8 H 2.04311 1.51227 4.91162
9 H 1.93993 1.27328 3.48959
10 H 2.52389 3.96175 4.20244
11 H 3.61723 2.92809 3.83506
12 H 2.95028 3.90009 -0.49535
13 H 2.39744 5.43627 -0.18951
14 H 1.54165 4.35363 -0.08189
15 C 5.42197 2.18355 0.37400
16 C 4.65099 0.82728 0.25759
17 O 5.09302 -0.02853 -0.67802
18 C 4.64046 -1.34600 -0.69745
19 C 5.34723 -2.24130 -1.61930
20 O 3.81501 -1.73523 -0.01469
21 H 4.77381 2.87548 1.15448
22 H 5.28158 2.55911 -0.39444
23 H 6.43850 2.16642 0.80281
24 H 4.68547 0.47089 1.33036
25 H 3.65440 1.18106 0.24427
26 H 4.85262 -3.34442 -1.74261
27 H 6.25928 -2.23876 -1.38138
28 H 5.22494 -1.74237 -2.56815
29 C 0.33508 1.25637 0.46376
30 C -1.08678 0.70512 0.16705
31 O -1.35721 -0.05712 1.17919
32 C -2.61999 -0.41657 1.49447
33 C -2.78647 -1.30734 2.75430
34 O -3.64197 -0.34037 0.73041
35 H 1.09179 0.70828 0.91788
36 H 0.27578 1.87917 1.29057
37 H 0.76767 2.11236 -0.18602
38 H -1.59631 1.57998 -0.12278
39 H -0.88924 0.12969 -0.87458
40 H -3.83158 -1.36212 3.09255
41 H -2.07450 -0.80283 3.34787
42 H -2.31067 -2.44512 2.51431
43 C -3.30520 -2.53336 -3.74315
44 C -2.81870 -2.30685 -2.36099
45 O -1.43079 -2.74909 -2.13865
46 C -1.06961 -3.07707 -0.89484
47 C 0.44669 -3.22640 -0.81390
48 O -1.81947 -3.03760 0.04745
49 H -4.23963 -2.23148 -3.95055
50 H -3.49900 -3.59695 -3.93026
51 H -2.54240 -1.89852 -4.42102
52 H -2.75351 -1.23606 -2.12637
53 H -3.47952 -2.77385 -1.49390
54 H 0.99498 -2.47597 -0.40782
55 H 0.63576 -3.56945 -1.57275
56 H 0.60392 -4.12562 -0.29329
57 C 0.75106 -2.09782 3.12622
58 C 0.27542 -3.50067 3.03685
59 O -0.87419 -3.48836 3.88091
60 C -1.58251 -4.64055 4.26813
61 C -2.53400 -4.51587 5.39851
62 O -1.34899 -5.69644 3.58853
63 H 0.03670 -1.30512 2.97888
64 H 1.39179 -1.78583 2.29039
65 H 1.31282 -1.94654 4.21209
66 H -0.05247 -3.66318 2.09007
67 H 1.01860 -4.30758 3.36307
68 H -2.24151 -4.59469 6.48113
69 H -2.86071 -5.62993 5.63616
70 H -3.37257 -3.93266 5.09238
71 C -3.64347 2.61672 -2.92923
72 C -3.25055 2.13530 -4.31118
73 O -3.70557 2.95881 -5.32402
74 C -3.12057 3.04116 -6.53560
75 C -4.00971 3.71979 -7.50399
76 O -2.13154 2.39154 -6.84269
77 H -3.64268 3.81005 -2.94342
78 H -3.07263 2.27895 -1.98281
79 H -4.77768 2.31802 -2.71888
80 H -2.00583 2.31182 -4.11912
81 H -3.46995 1.04162 -4.44730
82 H -4.58439 4.36058 -6.91793
83 H -4.51884 2.92546 -7.88918
84 H -3.32222 4.41022 -8.11829

Summary:
* HOMO: -9.9 eV
* M: 528.64 g mol⁻¹
* calculated total energy: -1845.6573 hartree
* spin multiplicity: 1
* SMILES: CCOC(C)=O.CCOC(C)=O.CCOC(C)=O.CCOC(C)=O.CCOC(C)=O.CCOC(C)=O
* frontier orbital gap: 0.3823 Ha

Results of the Löwdin charge analysis, in e, for atoms 1 through 2: 0.000 -0.119


# C24H48O16

A cluster of 8 separate species, C24H48O16 in total at a distorted geometry (ωB97M-V/def2-TZVPD, the OMol25 dataset).

Cartesian coordinates (Å):
1 O -0.95519 -2.93031 -1.48708
2 C -1.69700 -3.77169 -0.77397
3 C -2.36755 -3.18942 0.24233
4 C -3.02425 -4.12616 1.06234
5 C -3.08014 -5.53193 0.77032
6 O -3.67888 -6.42250 1.61175
7 C -2.56035 -5.98023 -0.46175
8 C -1.66378 -5.13596 -1.09547
9 H -0.64205 -3.28781 -2.32119
10 H -2.54070 -2.12493 0.29958
11 H -3.41781 -3.79114 2.01064
12 H -3.92957 -7.14799 1.03520
13 H -2.54449 -7.05244 -0.59027
14 H -1.06684 -5.54095 -1.89924
15 O -3.24047 5.80094 -1.28721
16 C -3.28995 4.70181 -2.14705
17 C -2.07542 4.19444 -2.70239
18 C -2.15004 3.10173 -3.51193
19 C -3.32903 2.45766 -3.68496
20 O -3.34641 1.21289 -4.31584
21 C -4.54122 3.00569 -3.24546
22 C -4.51584 4.13750 -2.43146
23 H -4.12735 6.11886 -1.10290
24 H -1.07327 4.55480 -2.52282
25 H -1.23634 2.75212 -3.96944
26 H -4.01883 0.63349 -3.95011
27 H -5.47308 2.46130 -3.28640
28 H -5.44790 4.52646 -2.04889
29 O 4.09824 5.85096 -1.61855
30 C 2.88055 5.31784 -2.09412
31 C 3.19840 4.29758 -3.26416
32 O 2.06667 3.92692 -3.97874
33 H 3.89021 6.67682 -1.17551
34 H 2.38828 4.86590 -1.23300
35 H 2.24943 6.07804 -2.55443
36 H 3.52139 3.33722 -2.86229
37 H 3.92248 4.63372 -4.00634
38 H 1.71910 3.13620 -3.55975
39 O 2.86649 -1.11996 -1.57777
40 C 3.68171 -0.37913 -0.69485
41 C 4.57937 -1.32530 0.21947
42 O 3.74988 -2.09960 1.09058
43 H 2.06041 -1.34255 -1.10630
44 H 4.41385 0.22687 -1.22854
45 H 3.17927 0.31996 -0.02632
46 H 5.29997 -0.79397 0.84118
47 H 5.12582 -2.05523 -0.37776
48 H 3.65989 -1.57480 1.88939
49 O 3.28240 -0.62032 3.25683
50 C 2.88607 0.71842 2.83145
51 C 2.60579 1.49750 4.06060
52 O 1.38390 1.06761 4.64732
53 H 2.50875 -1.13179 3.50473
54 H 3.74809 1.10570 2.28828
55 H 2.01148 0.62166 2.18817
56 H 2.42167 2.53798 3.79299
57 H 3.49591 1.58556 4.68351
58 H 1.69596 0.35392 5.20845
59 O -3.20073 0.08200 1.16892
60 C -3.12559 0.20964 2.60955
61 C -2.08728 -0.86978 3.08331
62 O -0.85264 -0.59565 2.64462
63 H -4.04149 0.40024 0.83208
64 H -2.76098 1.20530 2.86219
65 H -4.13586 0.13714 3.01226
66 H -2.48754 -1.76124 2.60041
67 H -2.00752 -0.95456 4.16708
68 H -0.95034 -0.19908 1.77583
69 O 1.12483 -2.20111 3.16955
70 C 0.67098 -3.52116 2.88082
71 C 0.85321 -3.92470 1.36797
72 O 2.25227 -4.25397 1.17994
73 H 0.36497 -1.62245 3.26634
74 H 1.17846 -4.18728 3.57856
75 H -0.40572 -3.49590 3.04871
76 H 0.76502 -3.02178 0.76376
77 H 0.14916 -4.71361 1.10334
78 H 2.74099 -3.43271 1.08890
79 O 1.28823 1.50830 -2.58100
80 C 0.56677 1.65329 -1.31456
81 C -0.38592 0.46587 -1.11202
82 O 0.26676 -0.68782 -0.76891
83 H 1.87259 0.74743 -2.54635
84 H 1.22512 1.60240 -0.44732
85 H 0.07895 2.62226 -1.42057
86 H -1.00338 0.27547 -1.98985
87 H -1.20047 0.62401 -0.40519
88 H -0.31034 -1.43095 -0.95943

Summary:
* HOMO: -8.3 eV
* M: 592.63 g mol⁻¹
* calculated total energy: -2146.9563 hartree
* spin multiplicity: 1
* SMILES: Oc1ccc(O)cc1.Oc1ccc(O)cc1.OCCO.OCCO.OCCO.OCCO.OCCO.OCCO
* frontier orbital gap: 0.3061 Ha

Results of the Löwdin charge analysis, in e, for atoms 1 through 2: 0.039 -0.379


The highest HOMO belongs to which entry?
C24H48GeN3S4SbSi4TeW